# C23H52AlN3O2P

C23H52AlN3O2P as an isolated structure at a distorted geometry (the ωB97M-V functional and the def2-TZVPD basis, OMol25).

Results
- Kohn-Sham gap (spin up / spin down): 0.2175 / 0.2172 Eh
- Total charge: -1
- Multiplicity: 3
- Molar mass: 460.64 g mol⁻¹
- HOMO energy (spin up / spin down): -3.49 / -3.49 eV

Cartesian coordinates (Å):
C (-2.381602, 0.467468, -3.415908)
C (-2.190182, -0.711168, -2.471158)
C (-1.214323, -1.731942, -3.044603)
C (-1.722652, -0.255516, -1.075286)
C (-0.449345, 0.609754, -1.060343)
Al (0.699828, 0.463535, 0.613199)
P (-0.466030, -0.747167, 2.335050)
N (0.524133, -1.056093, 3.578044)
H (-3.061398, 1.202574, -2.981844)
H (-2.820882, 0.140722, -4.361808)
H (-1.436321, 0.964412, -3.621226)
H (-3.162654, -1.203256, -2.348607)
H (-0.250771, -1.264444, -3.238139)
H (-1.031728, -2.528805, -2.323107)
H (-1.577230, -2.188744, -3.965705)
H (-2.530061, 0.310149, -0.604884)
H (-1.574924, -1.167017, -0.488953)
H (-0.736378, 1.661239, -1.158658)
H (0.180205, 0.389940, -1.927438)
H (1.985022, -0.475715, 0.281152)
H (1.125275, 1.904497, 1.206121)
H (-1.628188, -0.057508, 2.765511)
H (-1.008115, -1.959981, 1.813636)
H (0.118081, -0.751820, 4.453859)
C (-2.917008, 5.944103, 4.890244)
C (-3.187541, 4.548977, 4.302191)
C (-4.179968, 3.772132, 5.169840)
C (-3.580757, 3.287630, 6.489759)
C (-2.299758, 2.487748, 6.250279)
C (-1.261905, 3.238116, 5.414019)
N (-1.935063, 3.738285, 4.173136)
O (-2.016200, 2.853721, 3.261645)
C (-0.627404, 4.378716, 6.221316)
C (-0.141979, 2.296721, 5.000602)
C (-3.755011, 4.740888, 2.903375)
H (-2.895466, 5.960671, 5.977134)
H (-1.972976, 6.343078, 4.519591)
H (-3.712254, 6.622555, 4.580600)
H (-4.530288, 2.904992, 4.602172)
H (-5.050347, 4.408896, 5.351811)
H (-3.385933, 4.132932, 7.156403)
H (-4.309399, 2.658257, 7.004973)
H (-1.838014, 2.208184, 7.200163)
H (-2.551189, 1.557282, 5.732848)
H (-0.004097, 4.998730, 5.576384)
H (0.011785, 3.944330, 6.989745)
H (-1.342601, 5.019968, 6.729289)
H (-0.502527, 1.410419, 4.490713)
H (0.389589, 1.970531, 5.896138)
H (0.571344, 2.787285, 4.338612)
H (-3.030547, 5.238291, 2.257768)
H (-4.648101, 5.364348, 2.972773)
H (-4.024096, 3.795007, 2.443161)
C (3.999631, -1.846629, -5.305582)
C (3.450329, -2.371763, -3.968777)
C (4.521993, -3.148687, -3.202909)
C (4.837300, -4.513573, -3.815009)
C (3.566222, -5.344657, -3.986109)
C (2.472632, -4.621805, -4.774892)
N (2.264992, -3.271947, -4.166397)
O (1.508851, -3.304154, -3.143606)
C (2.833809, -4.531225, -6.262604)
C (1.158553, -5.381061, -4.667882)
C (2.985317, -1.173611, -3.149543)
H (4.699608, -2.525883, -5.788688)
H (3.187828, -1.633116, -6.001313)
H (4.537072, -0.916271, -5.125360)
H (4.178124, -3.289695, -2.174586)
H (5.422350, -2.531491, -3.155055)
H (5.351036, -4.398682, -4.774204)
H (5.530694, -5.048217, -3.162882)
H (3.787337, -6.290115, -4.488901)
H (3.171493, -5.592452, -2.996509)
H (2.127890, -3.886502, -6.787255)
H (2.772263, -5.528210, -6.700285)
H (3.838121, -4.163667, -6.450594)
H (0.875028, -5.551409, -3.633617)
H (1.271041, -6.346381, -5.164539)
H (0.353199, -4.829346, -5.154002)
H (2.178027, -0.647016, -3.661117)
H (3.825644, -0.488131, -3.032407)
H (2.631567, -1.452210, -2.160969)

Atoms 1-2, force components in eV/Å:
-0.3 -0.1 0.0
0.0 0.0 0.1